1.
Molecular formula: C2H12N3O2
Method: DFT, ωB97M-V/def2-TZVPD

The lowest unoccupied orbital energy is -2.8 eV. The HOMO-LUMO gap comes out at 11.4 eV. Its total energy is -10827.1460 eV. Its HOMO energy is -14.2 eV.

The geometry in ORCA input format:
```
! wB97M-V def2-TZVPD RIJCOSX def2/J DEFGRID3
* xyz 1 1
C -0.283 -1.871 -1.278
N -0.037 -1.221 0.055
C 0.850 -0.181 0.068
N 1.103 0.454 1.249
N 1.732 0.194 -1.030
H -1.415 -1.655 -1.564
H -0.245 -2.978 -1.276
H 0.322 -1.542 -2.190
H -0.868 -1.226 0.747
H 0.645 0.094 2.119
H 1.754 1.042 1.537
H 2.126 1.078 -0.994
H 1.656 -0.416 -1.850
H -1.846 0.932 2.076
H -1.917 -0.539 2.603
O -1.530 0.053 2.077
H -0.524 2.959 -0.144
H -0.877 2.597 -1.541
O -0.646 2.229 -0.664
*
```

Population analysis type natural (NBO), resulting atomic charges in e:
1. C -0.444
2. N -0.592
3. C 0.726
4. N -0.766
5. N -0.791
6. H 0.228
7. H 0.240
8. H 0.214
9. H 0.474
10. H 0.431
11. H 0.409
12. H 0.421
13. H 0.419
14. H 0.510
15. H 0.487
16. O -0.969
17. H 0.469
18. H 0.486
19. O -0.951

=====

2.
Molecular formula: C2H12N3O2
Method: DFT, ωB97M-V/def2-TZVPD

The lowest unoccupied orbital energy (spin up / spin down) is -8.4 / -14.0 eV. The HOMO-LUMO gap (spin up / spin down) comes out at 9.9 / 4.2 eV. Its total energy is -10813.7934 eV. Its HOMO energy (spin up / spin down) is -18.3 / -18.2 eV.

The geometry in ORCA input format:
```
! wB97M-V def2-TZVPD RIJCOSX def2/J DEFGRID3
* xyz 2 2
C -0.173 -1.705 0.906
N -0.530 -0.802 -0.139
C 0.268 -0.444 -1.167
N -0.304 0.469 -2.014
N 1.466 -1.016 -1.411
H -0.811 -1.418 1.842
H 0.958 -1.623 1.082
H -0.398 -2.858 0.693
H -1.343 -0.214 -0.037
H -1.271 0.896 -1.915
H 0.323 0.898 -2.715
H 2.026 -0.841 -2.199
H 2.011 -1.376 -0.719
H -2.127 0.485 2.232
H -2.721 1.756 1.792
O -2.024 1.122 1.515
H 1.564 2.649 1.594
H 0.586 1.540 1.808
O 1.549 1.682 1.367
*
```

Population analysis type natural (NBO), resulting atomic charges in e:
1. C -0.500
2. N -0.196
3. C 0.634
4. N -0.599
5. N -0.673
6. H 0.306
7. H 0.298
8. H 0.378
9. H 0.480
10. H 0.479
11. H 0.467
12. H 0.457
13. H 0.435
14. H 0.482
15. H 0.525
16. O -0.990
17. H 0.502
18. H 0.463
19. O -0.950

=====

3.
Molecular formula: C2H12N3PbS
Method: DFT, ωB97M-V/def2-TZVPD

The lowest unoccupied orbital energy is -3.6 eV. The HOMO-LUMO gap comes out at 8.9 eV. Its total energy is -22816.0503 eV. Its HOMO energy is -12.4 eV.

The geometry in ORCA input format:
```
! wB97M-V def2-TZVPD RIJCOSX def2/J DEFGRID3
* xyz 1 1
C 1.653 -1.121 -3.568
Pb 0.481 -0.065 -1.082
N -1.763 1.060 -0.483
H -0.411 -1.595 -1.576
H -2.299 0.286 -0.077
H 0.916 -0.302 -3.342
H 1.283 -1.671 -4.443
H 1.756 -1.835 -2.745
H 2.628 -0.685 -3.807
H -1.707 1.792 0.235
H -2.289 1.430 -1.275
N -1.101 0.851 2.834
C -0.079 0.068 2.418
N 1.140 0.363 2.908
S -0.304 -1.197 1.267
H -0.984 1.445 3.653
H -2.047 0.538 2.632
H 1.893 -0.284 2.699
H 1.234 0.921 3.753
*
```

Population analysis type natural (NBO), resulting atomic charges in e:
1. C -0.828
2. Pb 0.879
3. N -1.073
4. H -0.293
5. H 0.404
6. H 0.169
7. H 0.251
8. H 0.216
9. H 0.237
10. H 0.396
11. H 0.402
12. N -0.779
13. C 0.351
14. N -0.759
15. S -0.251
16. H 0.411
17. H 0.427
18. H 0.433
19. H 0.409